[1]
19
Properties=species:S:1:pos:R:3:forces:R:3 method="wB97M-V/def2-TZVPD" gap_ev="9.4 / 7.8" e_above_lowest_ev=0.409 e_lumo_ev="-5.00 / -7.54" total_charge=+1 s_squared=0.789 spin_multiplicity=2 energy_ha=-273.56357
C 2.36887 -0.54552 -1.06543 -0.47 0.55 -0.28
C 0.85119 -0.40909 -1.29518 0.13 0.56 1.56
C 0.04672 -0.85151 -0.08193 -0.83 -0.51 -1.50
C 0.03950 -2.17431 0.31225 -0.51 -0.68 0.07
C -1.85723 2.09049 1.36255 -1.32 0.27 -0.05
C -1.00178 1.32303 0.46139 0.38 0.59 -0.18
C -0.98563 -0.05391 0.46952 0.33 -0.07 0.24
H 2.62503 -0.32391 -0.03415 0.05 -0.24 0.18
H 2.89666 0.20317 -1.65274 0.05 -0.20 -0.25
H 2.68385 -1.53589 -1.35902 0.36 -0.19 0.13
H 0.55299 0.63159 -1.39802 0.33 0.00 -0.73
H 0.51992 -0.98824 -2.15954 -0.09 0.11 0.06
H 0.52586 -2.97785 -0.22242 0.53 0.23 -0.06
H -0.59980 -2.52665 1.11308 0.02 0.22 0.13
H -1.70941 1.91698 2.42961 0.22 -0.33 -0.03
H -1.90514 3.16894 1.22177 0.44 -0.11 -0.28
H -2.87141 1.71904 1.14636 -0.11 0.02 0.28
H -0.38381 1.90537 -0.22211 0.20 -0.33 0.18
H -1.79639 -0.57172 0.97400 0.28 0.10 0.51


[2]
36
Properties=species:S:1:pos:R:3:forces:R:3 method="wB97M-V/def2-TZVPD" gap_ev=8.7 smiles=FC(F)C(F)(F)COC(F)(F)C(F)F.CB1OBOB(P(C)O)O1 e_lumo_ev=0.29 total_charge=0 energy_ha=-1865.12658
F 2.12043 0.55056 -0.33759 -0.26 -0.35 -0.21
C 1.76263 -0.09861 -1.46758 -0.86 -0.53 0.51
F 1.34394 -1.33248 -1.07824 0.24 0.05 -0.34
C 2.90865 -0.21029 -2.46656 1.04 -0.27 -0.17
F 3.92445 -0.96960 -1.97655 -0.44 0.20 0.04
F 2.44557 -0.88148 -3.56837 -0.33 0.37 0.33
C 3.47486 1.12970 -2.95925 0.38 0.40 -1.02
O 4.64820 1.60510 -2.29178 -0.86 0.19 1.71
C 4.41387 2.30639 -1.07262 -0.40 0.40 -1.98
F 3.09298 2.58569 -0.96654 0.74 0.36 0.41
F 5.03823 3.50719 -1.20939 0.03 -0.65 0.44
C 4.97213 1.57165 0.15642 0.30 -0.53 0.69
F 4.45629 0.32224 0.27145 0.39 0.47 -0.18
F 4.65853 2.23088 1.30375 -0.04 0.16 -0.54
H 0.90445 0.41738 -1.90477 0.07 0.05 -0.17
H 3.80249 0.96658 -3.99456 0.05 -0.18 0.36
H 2.70544 1.90722 -3.03770 0.07 -0.29 0.28
H 6.06119 1.48228 0.09576 -0.10 0.15 -0.19
C -6.10851 -0.21267 0.96919 0.52 -0.03 0.19
B -5.04212 -1.10779 1.87339 0.42 -0.28 0.44
O -4.76310 -0.84802 3.32997 0.22 -3.93 -2.52
B -4.18621 -2.16176 3.78682 2.17 2.20 -1.84
O -2.78716 -2.41894 3.29206 -3.59 1.30 -2.59
B -2.90844 -2.09538 1.82813 -2.22 -0.28 1.51
P -1.46548 -1.53524 0.70191 1.23 0.29 -1.22
C -0.97932 0.26317 1.23306 -0.47 0.41 0.12
O -2.01534 -1.37272 -0.97071 0.93 -1.64 1.29
O -4.26540 -2.21557 1.22028 0.85 2.74 2.88
H -5.58856 -0.09183 -0.09845 -1.44 -0.17 2.27
H -7.12822 -0.81117 0.87617 2.11 1.38 0.06
H -6.29103 0.84471 1.48704 0.28 -2.37 -1.27
H -4.79600 -2.94933 4.43562 0.21 0.27 0.12
H 0.20512 0.38191 1.28550 -2.81 -0.30 -0.11
H -1.44735 0.97618 0.42410 0.99 -1.26 1.63
H -1.50370 0.46726 2.27104 1.30 -0.24 -2.09
H -1.66350 -2.20319 -1.44103 -0.71 1.92 1.14


[3]
42
Properties=species:S:1:pos:R:3:forces:R:3 method="wB97M-V/def2-TZVPD" gap_ev=8.4 e_lumo_ev=-0.39 total_charge=0 energy_ha=-39762.68160
C -1.65537 -2.23051 -0.25765 1.00 -0.48 0.76
C -1.56505 -1.66902 1.15121 -0.47 -0.23 -1.64
O -0.30330 -2.09369 1.69675 -0.27 0.50 0.17
B -0.18188 -1.97046 3.03401 0.24 0.07 0.04
O -1.08410 -2.38397 3.94448 0.05 -0.74 0.53
N 1.07001 -1.36270 3.58966 0.50 -0.16 -1.62
S 1.83797 -0.35914 2.54105 -2.16 -2.02 0.55
O 2.84695 0.30078 3.24173 -1.52 -10.80 2.16
O 0.92505 0.45422 1.87908 -1.00 0.37 -1.36
F 2.55568 -1.29625 1.52963 0.02 -0.07 -0.11
H -2.62647 -2.07029 -0.70147 -0.14 0.06 -0.19
H -0.84372 -1.76231 -0.82166 -0.65 -0.42 -0.13
H -1.39276 -3.28291 -0.19637 -0.38 -0.36 -0.18
H -2.41655 -1.96987 1.75270 0.03 -0.18 0.34
H -1.58155 -0.58776 1.04867 0.16 -0.10 0.39
H -1.49428 -3.21774 3.67579 -0.38 0.38 0.03
H 1.72632 -2.10169 3.83552 0.05 0.18 0.74
C -1.23709 1.04470 -2.70520 0.14 -0.03 0.11
Br -2.72546 -0.10787 -3.11601 0.07 0.10 0.03
Br -1.78300 2.87841 -2.50492 -0.12 0.07 -0.11
Br -0.25803 0.49678 -1.13938 0.23 0.81 -0.28
H -0.56068 0.99621 -3.54752 0.01 0.02 -0.02
C -2.02898 2.70740 -6.37220 -0.02 0.05 0.01
Br -3.36581 3.21289 -7.66131 0.08 -0.04 0.04
Br -1.17910 1.04105 -6.83629 -0.02 0.05 0.04
Br -0.73578 4.10640 -6.09592 -0.04 -0.06 -0.05
H -2.53635 2.55286 -5.42974 -0.01 0.00 0.01
C 3.59164 2.25914 3.18261 2.38 6.18 0.01
Br 2.08987 3.43398 2.90090 -0.05 0.27 0.02
Br 4.88223 2.40568 1.76129 0.17 0.12 -0.17
Br 4.39801 2.53887 4.90984 0.09 0.14 0.10
H 3.21431 1.24605 3.16527 2.28 5.75 -0.47
C 3.36805 -3.24227 -1.54759 0.03 0.01 -0.06
Br 3.91912 -5.06490 -1.25616 -0.03 0.07 -0.02
Br 4.50110 -2.34841 -2.82170 -0.06 -0.05 0.05
Br 1.51165 -3.13314 -2.04773 0.07 -0.02 0.01
H 3.47411 -2.72287 -0.60732 0.00 0.02 0.02
C -2.80189 2.70994 1.27491 -0.02 -0.09 0.09
Br -1.72314 1.52869 2.34463 -0.27 0.75 0.26
Br -4.27716 1.74287 0.50467 -0.06 0.04 -0.04
Br -3.36713 4.27195 2.24867 0.00 -0.14 -0.06
H -2.18745 3.04888 0.45308 0.05 -0.01 -0.01


[4]
21
Properties=species:S:1:pos:R:3:forces:R:3 method="wB97M-V/def2-TZVPD" gap_ev=9.3 smiles="C1=CCC=C1.C/B=N/C" e_above_lowest_ev=2.179 e_lumo_ev=0.61 total_charge=0 energy_ha=-353.46146
C 3.38577 -0.05178 0.32230 -2.28 -1.07 -0.73
C 2.50660 0.90423 0.00526 -0.94 0.76 1.82
C 1.12462 0.36404 -0.04956 -0.37 0.20 -3.12
C 1.30307 -1.09941 0.01707 0.92 0.73 -0.11
C 2.58139 -1.34747 0.28330 1.45 -0.15 0.11
H 4.38573 0.12739 0.58695 1.18 -0.23 0.18
H 2.52165 1.97405 0.15170 0.94 0.17 -0.38
H 0.47947 0.60062 0.74947 -0.34 0.86 1.21
H 0.59589 0.81381 -0.96237 0.45 -0.99 0.93
H 0.54831 -1.82090 -0.05319 -1.01 -0.81 -0.12
H 2.94117 -2.36919 0.41874 0.29 0.46 0.08
C -1.85260 1.42859 1.53527 0.58 -0.53 -3.68
B -2.07132 0.63894 0.16696 0.65 2.33 4.73
N -2.34195 -0.15384 -0.68405 -0.41 -2.88 -3.58
C -2.60660 -1.02726 -1.77130 -2.32 -0.03 0.82
H -2.36616 1.04789 2.33198 -2.21 -0.57 1.76
H -1.95702 2.44309 1.27577 -0.62 1.49 0.42
H -0.87331 1.32111 1.86322 2.10 -0.14 0.31
H -3.58065 -0.71582 -2.19788 0.50 -0.01 -0.23
H -1.87483 -1.01732 -2.54487 0.74 -0.02 -0.42
H -2.84925 -2.06079 -1.44477 0.69 0.45 0.02


[5]
20
Properties=species:S:1:pos:R:3:forces:R:3 method="wB97M-V/def2-TZVPD" gap_ev="10.1 / 6.7" e_above_lowest_ev=0.196 e_lumo_ev="1.01 / -2.32" total_charge=0 s_squared=0.754 spin_multiplicity=2 energy_ha=-2847.85810
Br -0.60505 3.17296 -1.87371 -0.27 2.24 -0.54
C 2.02516 1.15241 -0.57438 0.58 0.73 -0.14
C 0.77384 0.42608 -0.21676 0.50 -0.16 -0.06
C -0.37965 0.69745 -0.81432 0.52 -1.57 1.43
C -1.61429 -0.07263 -0.55500 -0.93 -0.69 -0.05
C -1.57890 -0.89407 0.76776 0.02 1.27 -0.13
C -0.24532 -1.59734 0.95749 -0.33 -0.35 -0.45
C 0.94334 -0.64592 0.85194 -0.54 -0.15 0.34
H 2.87066 0.89412 0.08476 -0.39 0.16 -0.22
H 2.33142 0.94848 -1.61327 -0.09 -0.05 0.34
H 1.83089 2.23170 -0.52033 0.33 -0.16 0.03
H -0.45322 1.55024 -1.55828 0.28 -1.52 -0.11
H -2.47863 0.60784 -0.58220 0.07 -0.34 0.08
H -1.74266 -0.80694 -1.37098 -0.13 0.37 0.03
H -1.73921 -0.18535 1.59269 0.04 -0.14 -0.03
H -2.41713 -1.59008 0.78521 0.05 -0.07 -0.04
H -0.25026 -2.11957 1.90983 0.13 -0.02 0.22
H -0.17371 -2.38643 0.20125 0.14 0.08 -0.09
H 1.85640 -1.24358 0.68946 -0.19 0.45 -0.02
H 1.04631 -0.13938 1.83882 0.21 -0.08 -0.60


[6]
25
Properties=species:S:1:pos:R:3:forces:R:3 method="wB97M-V/def2-TZVPD" gap_ev=8.9 e_lumo_ev=0.42 total_charge=0 energy_ha=-3931.87526
C -0.40857 0.55882 -0.02027 -0.04 -1.00 0.29
C -1.37727 -0.85439 -1.75541 0.09 -0.81 0.43
C -2.68805 -0.03796 0.32702 1.14 -1.98 3.39
C -0.85594 -1.90998 0.50542 -0.50 0.83 -0.66
C 2.09926 2.39694 0.90092 1.58 -1.18 -4.02
C -1.32542 -0.61862 -0.19846 0.23 1.32 -0.80
C 2.28132 -0.12623 -0.91280 0.31 0.66 0.78
O -0.40442 1.62288 -0.51474 -0.74 1.63 -1.61
O 0.49526 0.35319 0.98150 1.57 -0.78 1.56
O 2.70431 0.01001 1.83929 0.26 0.51 1.01
S 2.06085 0.64246 0.74070 -0.24 -0.98 -0.98
Cl 3.45693 0.96382 -1.76955 -0.26 -0.22 0.24
Br 3.20074 -1.74123 -0.28903 0.04 -0.40 -0.86
H -2.01640 -1.78872 -1.83717 0.77 1.01 -0.38
H -1.91610 0.00640 -2.34172 1.62 -1.59 1.03
H -0.24763 -1.14442 -1.97904 -2.51 0.93 -0.40
H -2.73169 0.41006 1.40258 0.84 -0.97 -1.52
H -2.94345 0.76924 -0.24516 -1.15 1.66 -1.93
H -3.37381 -0.87518 0.39749 -0.57 0.17 -0.54
H -0.78698 -1.70972 1.53918 -0.49 0.00 1.42
H -1.67065 -2.57470 0.25116 0.13 -0.77 0.40
H 0.13345 -2.34210 0.31304 -0.30 0.35 -0.92
H 3.08834 2.73175 0.99574 1.41 0.22 0.64
H 1.72773 2.81783 -0.01715 -0.65 0.17 -0.14
H 1.49818 2.43988 1.68649 -2.53 1.22 3.56


[7]
23
Properties=species:S:1:pos:R:3:forces:R:3 method="wB97M-V/def2-TZVPD" gap_ev=9.6 e_above_lowest_ev=3.340 e_lumo_ev=-3.17 total_charge=+1 energy_ha=-3032.33677
C 0.48318 -0.00372 -1.54857 0.44 1.39 0.47
C 0.74056 1.26363 -1.17424 0.17 -0.81 0.72
C -2.56816 0.80413 -0.08101 3.06 -1.73 1.25
C -0.79388 0.22070 0.29267 -3.11 1.43 0.04
C 0.92414 -2.41927 0.49015 -0.43 0.63 0.56
C 1.04412 1.97744 1.08431 -0.26 3.00 1.47
C -0.21607 -2.01165 -0.51754 0.66 -4.34 0.97
N -0.43762 -0.67945 -0.76617 0.55 3.91 0.50
N 0.03988 1.51916 0.13768 0.50 -2.39 -2.00
O -2.72394 1.91555 -0.37643 -0.22 1.18 -0.41
Br -3.88915 -0.54379 0.14291 0.37 0.15 -0.13
H 1.01338 -0.51867 -2.31790 -0.01 -0.27 -0.52
H 1.59753 1.92376 -1.28767 -0.49 -0.23 -0.84
H -0.83200 -0.09093 1.34872 0.22 -0.34 -0.66
H 0.95573 -1.51998 1.17315 0.50 -1.11 -0.19
H 0.59625 -3.34917 1.14286 1.08 1.84 -1.62
H 1.92000 -2.48820 -0.06991 -1.35 -0.28 1.17
H 0.68199 2.00729 2.10032 0.09 -1.40 0.54
H 2.00493 1.58313 0.84500 0.43 -0.77 0.46
H 1.16202 3.10778 1.07940 -0.20 -1.06 -1.17
H 0.06379 -2.42520 -1.47855 -0.42 -0.50 -0.21
H -1.13745 -2.47991 -0.15674 0.02 0.05 -0.38
H -0.62922 2.20737 -0.06245 -1.59 1.66 0.00


[8]
23
Properties=species:S:1:pos:R:3:forces:R:3 method="wB97M-V/def2-TZVPD" gap_ev=10.7 smiles=CC[C@](C)(O)[n+]1c[nH]cc1Br e_above_lowest_ev=1.088 e_lumo_ev=-2.91 total_charge=+1 energy_ha=-3032.41953
C 2.11764 -1.77520 0.37755 2.52 0.66 -0.02
C 1.47931 -0.43764 0.53660 -2.13 1.69 -1.44
C -0.11880 -0.57577 0.29986 1.52 0.21 1.80
C -0.87836 -0.77806 1.61604 0.18 0.85 -0.18
O -0.32048 -1.62211 -0.57311 -3.90 3.44 -1.66
N -0.71636 0.65094 -0.35499 0.61 -1.12 -1.73
C -1.19584 0.56772 -1.61249 -0.10 -0.71 1.81
N -1.51444 1.76806 -2.01585 -1.85 1.06 -3.94
C -1.13508 2.69206 -1.10925 0.14 -0.24 2.09
C -0.68052 1.96780 -0.02722 0.89 1.72 0.55
Br 0.08075 2.72159 1.55627 -0.50 -0.59 -0.97
H 1.72822 -2.11521 -0.57864 1.41 -0.67 -0.14
H 3.23529 -1.42722 0.33861 -1.77 -1.61 -0.23
H 1.98379 -2.52899 1.19278 -0.05 0.81 -0.61
H 1.86238 0.33339 -0.24173 -0.39 -1.38 1.28
H 1.67088 -0.08593 1.52011 -0.01 0.81 0.79
H -0.16131 -1.33038 2.26926 -1.19 0.18 -0.14
H -1.84066 -1.27297 1.36294 0.73 0.00 0.57
H -1.11464 0.24161 2.03860 0.37 -1.28 -0.04
H 0.20285 -2.34397 -0.45267 2.18 -2.91 0.91
H -1.37692 -0.38596 -2.02345 -0.19 -0.53 -0.86
H -2.07408 1.98421 -2.93547 1.71 -0.63 2.42
H -1.23361 3.75204 -1.18372 -0.16 0.24 -0.27


[9]
25
Properties=species:S:1:pos:R:3:forces:R:3 method="wB97M-V/def2-TZVPD" gap_ev="6.2 / 3.9" e_lumo_ev="-8.04 / -12.61" total_charge=+2 s_squared=2.011 spin_multiplicity=3 energy_ha=-3120.87762
C 0.25982 2.14706 0.27110 0.71 -1.79 1.06
C -0.42984 1.19827 -0.34328 0.20 -0.39 -0.01
C -1.57851 0.65134 -0.90274 1.18 1.39 0.09
C -1.03600 -1.63998 -0.33981 0.61 -0.14 -1.33
C 1.74554 1.70365 0.58274 -1.50 -0.30 -0.45
C 1.86645 0.12155 0.39014 -0.90 0.34 1.74
C 1.88640 -0.66453 1.80410 1.13 -0.65 -2.59
N 0.21942 -1.46791 -0.05309 -0.66 -1.85 0.97
N -1.75594 -0.69623 -1.03225 -0.49 1.18 -0.21
N -1.68114 -2.81302 -0.22088 -1.04 0.18 0.05
N -2.47798 1.43227 -1.47983 0.98 2.42 0.54
N 0.82068 -0.32130 -0.47362 -0.31 0.55 -2.40
Br 3.76755 -0.19700 -0.35007 -0.18 -0.12 -0.11
H -0.21015 2.98555 0.79650 0.35 -0.23 -0.08
H 2.34312 2.25100 -0.09857 1.06 0.52 -0.52
H 2.01962 1.93036 1.60734 0.08 0.20 0.03
H 1.71449 -1.75306 1.68557 0.67 0.69 -0.26
H 1.06748 -0.37844 2.38133 -1.34 1.13 0.96
H 2.83320 -0.42694 2.26775 0.03 0.01 0.41
H -2.65899 -0.91538 -1.42680 -0.01 -0.55 0.18
H -1.41989 -3.37285 0.59083 -0.41 -0.30 -0.70
H -2.62868 -2.85701 -0.69140 1.67 -0.45 1.53
H -2.43227 2.49326 -1.46630 -0.20 -2.21 -0.09
H -3.17867 0.94081 -1.93432 -1.92 -0.10 -1.30
H 0.94426 -0.35145 -1.56444 0.29 0.45 2.50